2 unconnected molecules or ions with the total composition C6H12P2. Source: the OMol25 dataset; level of theory: ωB97M-V/def2-TZVPD.

Each line ends with the Löwdin charge.
CARTESIAN COORDINATES (ANGSTROEM)
H1 -1.03125 -0.78700 -1.75104  0.09
H2 -1.34923 2.65802 -0.23821  0.11
C1 -2.04229 0.52117 1.17250  -0.10
H3 5.14261 -2.23800 -1.18257  -0.19
P1 4.28642 -2.64820 -0.00771  0.27
H4 -2.27920 1.64427 -1.43096  0.09
H5 -2.06171 -0.40842 1.82291  0.09
C2 -1.33237 1.68396 -0.87569  -0.08
C3 1.47864 0.22566 0.11100  0.12
C4 0.27753 0.21702 0.22678  -0.08
H6 -2.84162 -0.79965 -0.88504  0.11
H7 -1.42486 -1.73192 -0.18162  0.11
P2 4.85728 -0.95896 0.85181  0.26
H8 -3.20643 0.67734 0.78383  0.13
H9 -1.74310 1.48973 1.76573  0.11
H10 -0.43247 1.92045 -1.44455  0.08
C5 -1.16516 0.41258 -0.06816  -0.70
H11 4.08581 -0.98127 2.00789  -0.23
C6 -1.67568 -0.81969 -0.85894  -0.07
H12 2.45708 -0.07711 0.18202  -0.10

Summary:
E_HOMO   -9.532 eV
HOMO-LUMO gap   8.58 eV
LUMO energy   -0.955 eV
Energy above the lowest of the compared OMol25 structures with the same formula, charge and spin   59.3 kcal per mole